87
Properties=species:S:1:pos:R:3 method="wB97M-V/def2-TZVPD" smiles=COC[C@H](C)N.OCCO.OCCO.OCCO.OCCO.OCCO.OCCO.OCCO mol_weight_g_mol=523.6 spin_multiplicity=1 fmax_ev_per_a=4.9 relative_energy_kcal_mol=27.1
C -9.64939 -17.84718 3.41881
O -10.75575 -17.01471 3.71870
C -10.62943 -15.73784 3.35270
C -11.96195 -15.07424 3.56858
C -11.95291 -13.56777 3.23467
N -12.37231 -15.13848 4.96048
H -9.99946 -18.82324 3.54181
H -8.79065 -17.57497 4.06009
H -9.21144 -17.66687 2.42462
H -9.89815 -15.16508 3.91928
H -10.32828 -15.70308 2.30819
H -12.73477 -15.61854 3.08076
H -11.77694 -13.35798 2.17024
H -11.21588 -12.99881 3.70476
H -12.96325 -13.10070 3.39090
H -12.19464 -16.12407 5.25747
H -11.71667 -14.51731 5.42060
O -18.06528 -14.12870 7.87863
C -19.43498 -14.31702 8.33237
C -20.19871 -13.02881 8.45807
O -20.71289 -12.55059 7.20527
H -17.99920 -14.54373 7.02133
H -20.01852 -14.98915 7.78325
H -19.32570 -14.81088 9.28506
H -19.49519 -12.30723 8.81583
H -20.95852 -13.05745 9.14207
H -20.10105 -11.83570 6.73554
O -14.41796 -11.25031 4.96002
C -14.33320 -10.39895 6.08149
C -15.23349 -9.21371 5.99980
O -14.93459 -8.43010 4.85979
H -14.34969 -10.73766 4.11313
H -14.59898 -11.05696 6.92647
H -13.37399 -9.97531 6.32961
H -15.09616 -8.59707 6.92230
H -16.27589 -9.57472 5.92424
H -15.72486 -8.12711 4.42865
O -14.87441 -14.19259 5.02794
C -15.03742 -14.72982 6.29446
C -15.84807 -16.02827 6.39542
O -17.15192 -15.87062 5.81110
H -13.90069 -14.37632 4.92517
H -14.04021 -14.99558 6.73316
H -15.60375 -14.07779 6.90170
H -16.08550 -16.31955 7.47153
H -15.38508 -16.84444 5.83257
H -16.97511 -15.72358 4.82225
O -17.00799 -11.50192 4.68351
C -17.76663 -12.68382 4.44899
C -19.19131 -12.22943 4.31139
O -19.48668 -11.12873 5.13639
H -16.14332 -11.71894 5.06354
H -17.50682 -13.15023 3.45547
H -17.62258 -13.33333 5.25648
H -19.82194 -13.11810 4.44820
H -19.42241 -11.96800 3.28592
H -18.63694 -10.71382 5.30925
O -15.81865 -10.65849 2.12897
C -16.56269 -9.77100 1.33163
C -16.55822 -8.28505 1.84126
O -17.18266 -8.12180 3.14247
H -16.28157 -10.82832 2.96971
H -15.94382 -9.75095 0.38117
H -17.57997 -10.14785 1.06323
H -17.16250 -7.75154 1.07601
H -15.50891 -7.89633 1.91069
H -18.12619 -8.29249 3.01423
O -17.29617 -8.61825 8.79055
C -17.91704 -9.64309 9.59653
C -17.10170 -10.87779 9.42208
O -17.12421 -11.38119 8.10194
H -16.92526 -9.05314 8.00423
H -17.95623 -9.34890 10.62933
H -18.93599 -9.68819 9.16617
H -17.52755 -11.61654 10.10409
H -16.07077 -10.68331 9.73075
H -17.06975 -12.27800 8.05955
O -19.91954 -8.88405 3.28553
C -20.89942 -8.56723 2.37049
C -22.16136 -9.42968 2.49849
O -21.72934 -10.78962 2.38322
H -19.94418 -9.83922 3.42860
H -21.20815 -7.53037 2.51642
H -20.42874 -8.58447 1.34374
H -22.78775 -9.20726 1.71596
H -22.67719 -9.27672 3.43704
H -22.23751 -11.31497 3.04438